Formula: C48H47FN6O3Sn
Source: the OMol25 dataset
Level of theory: ωB97M-V/def2-TZVPD

```
106
Properties=species:S:1:pos:R:3:forces:R:3:mulliken_charge:R:1
Sn 0.274673 -0.011838 -0.491008 0.03 0.49 0.02 1.7710
F 2.809585 -1.144382 0.124543 -0.07 -0.02 0.00 -0.1928
O -2.330609 2.449457 6.641467 -0.05 0.03 -0.01 -0.6311
O -0.346505 0.802326 -2.575636 -0.01 -0.17 0.17 -0.8977
O 0.021914 2.461843 0.526304 0.07 0.06 -0.15 0.1884
N -0.075366 2.551366 6.825207 -0.03 -0.09 0.01 -0.0182
N -2.946250 1.097085 -1.506568 -0.17 0.04 -0.03 -0.6144
N -1.146198 1.887135 4.803089 0.13 0.08 -0.04 -0.0029
N 1.022259 -2.163213 -1.631476 0.08 0.01 0.07 1.4908
N 0.282277 -0.253305 2.233448 -0.16 -0.01 -0.04 -0.0273
N -2.061050 1.370627 -0.625052 0.47 -0.04 -0.29 0.9137
C -2.322770 -0.196498 -5.350806 -0.04 0.07 -0.02 -0.6324
C 2.516187 -0.359874 -3.552768 0.02 0.01 0.00 -0.9298
C -1.305248 4.244133 1.505417 0.00 0.04 0.01 -0.7666
C -1.350242 0.524051 -3.271244 -0.45 0.04 0.07 1.3754
C -2.723129 0.528444 -2.665804 0.39 -0.06 0.09 -0.2654
C -4.676515 -0.918229 -5.496347 0.00 0.03 -0.02 -1.0470
C 2.221653 -1.646867 -4.327412 0.04 0.05 0.03 -0.1215
C 3.689983 4.007316 5.566421 0.00 0.00 -0.01 0.7138
C 0.864116 -2.295269 -4.059105 0.00 -0.05 -0.06 0.6924
C 0.302142 -2.566053 -2.798237 -0.15 0.00 0.10 -0.5090
C 3.413785 -2.608454 -4.230478 -0.02 -0.02 -0.01 -1.5393
C -6.140695 -0.695310 -3.602619 0.00 0.00 -0.02 -0.7906
C -0.962468 -3.168781 -2.657133 -0.01 -0.02 -0.01 0.5346
C 1.224316 3.077142 1.010469 -0.08 0.01 0.10 -1.2537
C -5.110255 -0.150432 -2.856006 0.03 0.00 0.01 -0.6432
C 2.295845 2.814080 7.144935 0.01 -0.06 -0.01 -0.2119
C -3.628866 -0.372033 -4.758171 -0.03 -0.04 0.01 0.7386
C -1.654520 -3.500790 -3.819745 0.03 0.00 -0.03 -0.7062
C -0.470248 0.622102 2.899840 -0.08 -0.10 0.05 -0.4186
C -2.283714 2.545637 0.096463 -0.06 -0.24 -0.02 -0.0732
C -1.240596 2.316860 6.139959 0.05 -0.08 0.06 0.1925
C -3.846646 0.008385 -3.423408 -0.01 -0.05 -0.04 0.7786
C 0.112951 -2.645263 -5.179141 0.05 -0.16 0.01 -0.2986
C -3.664976 4.313488 0.964050 0.01 -0.02 -0.03 -0.8626
C -1.163659 3.105458 0.733805 0.12 -0.11 0.15 0.9050
C 1.562092 -0.569120 4.211644 -0.01 -0.02 0.01 -1.1273
C 0.792829 0.350973 4.899214 0.03 0.00 0.02 -0.4812
C -2.363446 -2.331350 -0.715302 -0.04 -0.05 -0.13 -0.2824
C 3.531402 3.296622 6.754394 0.01 0.00 0.01 -0.6864
C 2.259151 -4.270454 -1.663540 0.05 -0.01 -0.02 -0.0884
C 1.282842 -0.849138 2.886372 0.03 -0.05 -0.06 -0.1755
C -2.556899 4.837502 1.623384 0.00 -0.03 -0.01 -0.9062
C 1.171016 3.037700 6.355857 0.05 0.01 -0.03 -0.3911
C 2.957733 -2.435800 -0.259021 -0.01 0.04 0.03 -0.1998
C -1.645603 -3.528281 -1.338334 0.03 0.06 0.07 0.0334
C -3.528361 3.177325 0.194219 -0.04 0.03 0.02 -0.6753
C 2.555833 4.230619 4.796289 0.00 0.00 -0.05 -0.6336
C -1.128199 -3.244568 -5.072456 0.04 -0.06 0.02 -1.3800
C 3.278592 -5.023605 -1.140191 -0.03 -0.01 -0.04 -1.0057
C 3.988166 -3.166549 0.255103 0.00 -0.01 -0.04 -0.6604
C 2.035767 -2.932158 -1.221188 -0.10 -0.03 -0.04 -0.1678
C -5.924204 -1.086564 -4.920114 0.00 -0.01 -0.01 -0.6626
C -0.805929 -4.249150 -0.281576 -0.04 0.00 -0.01 -1.5819
C -1.243443 0.236817 -4.667025 -0.07 0.14 0.06 -0.7576
C -0.262974 0.973787 4.234299 -0.05 -0.01 0.00 0.3214
C 4.141987 -4.484335 -0.181424 0.00 0.01 0.03 -0.5427
C 1.305778 3.760833 5.180379 -0.03 0.03 0.03 -0.1578
C 5.039155 4.529924 5.157116 -0.01 0.00 0.01 -1.4822
H 5.456325 5.176927 5.929221 0.00 0.01 0.00 0.3701
H 0.992228 0.559017 5.938800 0.00 -0.02 -0.01 0.6364
H -4.376492 2.739527 -0.312730 -0.01 0.00 0.01 0.5487
H 3.420100 -6.041962 -1.474318 0.00 0.00 0.00 0.5109
H 4.391456 3.122183 7.389575 0.00 0.00 0.01 0.4293
H -2.432805 -4.229495 -1.624773 -0.01 0.01 0.00 0.7355
H 5.745956 3.712908 5.004251 0.00 0.00 -0.01 0.3307
H 1.682812 0.341490 -3.583838 0.07 -0.04 -0.02 0.0458
H 2.047477 2.523592 0.566173 0.03 -0.01 0.01 0.2773
H -1.643610 -1.579341 -0.355587 0.03 0.06 0.06 -0.5077
H 2.645217 4.820250 3.890126 -0.01 -0.01 0.00 0.3291
H -4.629828 4.791062 1.057630 0.00 -0.01 0.02 0.4361
H -2.663428 5.719628 2.240577 0.00 0.01 -0.02 0.4725
H -2.941026 -2.632398 0.159569 0.03 0.02 0.02 0.5762
H -0.272985 0.337238 -5.132272 0.00 0.00 0.04 0.5149
H 2.367638 -1.085970 4.714185 0.01 0.01 -0.01 0.4753
H 4.666859 -2.719010 0.968027 0.00 0.00 0.00 0.5820
H 1.595942 -4.680810 -2.412718 -0.02 0.00 0.01 0.6850
H 2.168140 -1.362208 -5.380788 -0.03 0.05 0.00 0.6802
H -1.472911 -4.660900 0.476768 0.01 -0.01 0.00 0.5502
H -5.276864 0.150608 -1.830164 -0.01 0.00 0.00 0.4612
H 3.191037 -3.577888 -4.677496 0.00 0.00 -0.01 0.3275
H -2.059278 1.928544 4.373276 -0.01 -0.01 0.03 0.2598
H -4.505082 -1.204565 -6.526387 -0.02 -0.01 0.00 0.4844
H -0.455492 4.678871 2.008947 0.02 0.02 0.02 0.4504
H -3.035142 -1.847980 -1.425593 0.03 0.00 0.03 -0.0522
H -2.218853 -0.438021 -6.402609 0.00 -0.03 0.00 0.4835
H -1.318222 1.042151 2.369888 0.03 0.08 -0.05 0.3757
H 4.942296 -5.086949 0.225176 0.01 0.01 -0.01 0.4510
H 3.730743 -2.767982 -3.199535 -0.01 -0.01 0.00 0.2277
H -1.675600 -3.528591 -5.961567 -0.01 0.01 -0.01 0.4619
H -0.242446 2.656132 7.815645 -0.07 0.09 -0.02 0.2901
H 2.763085 -0.563725 -2.507442 0.01 0.03 -0.01 0.0227
H -7.119764 -0.814931 -3.159282 0.00 -0.01 0.01 0.4452
H 0.526684 -2.449682 -6.161297 0.01 0.00 -0.01 0.4753
H 1.277802 3.004989 2.097413 0.00 0.03 0.05 0.3797
H 4.264081 -2.181070 -4.762839 0.00 0.00 0.00 0.5197
H 0.428324 3.995781 4.594780 -0.05 0.00 -0.07 0.5919
H -0.238699 -5.078480 -0.703128 0.01 0.01 -0.01 0.3354
H -6.731343 -1.519126 -5.494944 -0.01 0.02 -0.01 0.4439
H 3.387207 0.129925 -3.989782 0.01 0.00 0.00 0.5259
H 2.196257 2.266904 8.075074 0.00 -0.01 0.00 0.4581
H 1.271380 4.116109 0.687524 0.04 -0.01 -0.01 0.5194
H 1.856777 -1.585650 2.339811 0.04 0.05 -0.01 0.3411
H -2.615514 -3.993983 -3.733091 -0.01 0.01 0.00 0.4283
H 4.979146 5.104770 4.233976 0.00 0.00 0.00 0.3451
H -0.114035 -3.579225 0.230433 0.01 0.01 0.01 0.1193
```
Forces are in eV/Å.

Output
F_max   0.6 eV/A
Total charge   +2
HOMO energy (spin up / spin down)   -12.33 / -12.33 eV
Orbital gap (spin up / spin down)   4.86 / 5.16 eV
Energy above the lowest of the compared OMol25 structures with the same formula, charge and spin   0.979 eV

***

Formula: C48H48O21
Source: the OMol25 dataset
Level of theory: ωB97M-V/def2-TZVPD

```
117
Properties=species:S:1:pos:R:3:forces:R:3:mulliken_charge:R:1
O -1.900669 0.299011 -3.497243 -0.93 1.36 0.66 -0.3042
O -0.649514 -4.246901 3.228108 -0.90 -0.07 -1.72 -0.6498
O 2.288168 0.606330 -3.061392 -0.37 -0.54 0.07 -0.2048
O 0.786338 0.649037 3.146675 -1.14 0.28 -0.88 0.2425
O 2.059817 -5.384220 1.754256 -0.22 -1.40 0.75 -0.3331
O 4.270720 3.466677 0.894197 0.05 -0.08 -0.57 -0.5628
O -0.869213 -4.669604 -4.681448 -0.01 1.85 0.09 -0.6289
O 0.903091 4.459917 -2.378616 0.15 -0.20 0.53 -0.6180
O -3.798806 4.226777 -0.880683 0.58 0.80 -0.19 -0.5438
O -5.669303 -0.525658 0.539965 -0.52 -0.27 -0.29 -0.5488
O 0.114497 4.847660 3.815294 0.39 -0.35 -0.61 -0.6483
O -0.276193 1.356505 1.383979 -2.95 0.80 -1.29 0.0072
O -3.908682 -0.498281 3.558838 0.31 0.12 -0.35 -0.5542
O -1.938575 -2.843173 -1.716311 -0.19 -0.64 1.26 -0.2473
O -2.273508 3.302517 -6.491333 0.04 0.97 2.67 -0.6029
O 4.346640 -0.014767 -2.424817 -0.24 -0.19 0.06 -0.3679
O 3.054004 -1.436448 -3.589703 -0.62 1.05 0.98 -0.0707
O 1.835588 0.929977 1.164888 1.84 -0.55 -0.52 -0.4321
O 2.668397 -3.283691 2.140152 0.95 1.59 1.82 -0.5532
O 1.857315 -3.876885 0.181770 -0.57 -0.03 -0.31 -0.4356
O -0.317638 1.759345 6.548747 -1.02 -0.44 -0.09 -0.5846
C 2.249061 -4.139475 1.440153 -0.72 0.81 -1.59 0.6463
C -2.078810 -2.253527 0.630135 -0.67 -0.91 -0.82 0.7803
C -3.814500 1.902172 -1.267234 -0.73 -0.71 0.86 -0.3652
C 0.077379 4.060199 -3.163568 -0.15 0.19 -1.52 0.4767
C -0.105513 0.510335 -1.026959 -1.14 1.86 0.23 1.8407
C -1.715834 2.026205 4.708343 0.10 0.29 0.82 -0.2754
C -1.454059 -5.018119 1.075610 1.55 -0.11 0.21 -0.6041
C -1.760632 -2.675068 1.853648 0.29 -0.40 -0.81 -0.2952
C -2.167721 0.282169 6.517614 0.43 -0.35 0.69 -0.5070
C 4.296547 -2.062993 -3.843421 -1.56 -3.95 0.70 -0.8807
C -1.262554 4.705052 -3.284362 -0.43 0.61 1.73 -0.1249
C 5.184289 2.319654 -2.148164 0.07 0.26 1.30 -1.3536
C -1.081061 -3.448277 -4.635058 1.16 -2.38 0.12 0.2354
C -1.609338 -4.645281 -0.194551 -1.80 -1.15 -0.20 -0.3455
C -0.216919 -1.200837 -4.215695 -1.39 1.08 0.75 0.4300
C -2.412982 -2.946384 -4.829573 -2.11 0.94 -1.00 -0.3130
C 1.986594 4.228070 0.864167 1.67 -0.79 -1.12 -0.0790
C 0.990721 4.588612 1.645332 -1.92 1.41 -0.25 -0.4516
C -0.497102 2.714204 -5.155285 0.71 -0.07 1.76 -0.1610
C 4.486506 1.145770 -1.519976 -0.59 -0.70 1.61 0.3872
C -0.278345 1.760282 -0.057965 -0.22 -2.72 -0.26 0.0439
C 3.166523 3.238098 2.938719 -1.04 0.65 -0.70 -0.2394
C -5.386609 0.579418 0.140212 1.07 -0.22 0.96 0.3034
C -1.217012 -4.024787 2.153711 0.22 0.34 0.76 0.1909
C 3.233000 3.595530 1.494389 -0.36 0.37 0.26 0.1678
C -1.354562 1.392246 5.999916 1.64 0.70 -0.01 0.4400
C 1.699231 -2.452490 -0.146912 -0.42 -1.64 -1.20 0.0163
C 2.116209 -7.112037 3.390962 -0.53 -1.83 1.11 -1.1689
C -2.547534 1.411267 3.898765 -0.62 0.02 -1.75 0.1495
C -5.777445 1.791756 0.923199 0.57 2.88 -0.60 -0.4913
C -5.136576 2.985567 0.596767 -1.33 -1.92 1.10 -0.4034
C -1.735590 3.483689 -5.382799 0.30 -0.21 -1.92 0.2125
C -4.167229 3.134840 -0.540916 -1.18 -0.85 0.41 0.3476
C -2.716989 -1.662644 -4.647233 0.73 0.97 0.52 -0.8345
C -2.103514 4.441666 -4.263090 -1.91 -0.66 -1.73 -0.5387
C -3.114433 -0.253709 5.759306 1.00 0.89 -1.45 -0.5714
C -4.363462 0.726163 -0.957237 -0.50 0.52 0.03 -0.4198
C -3.211162 0.166453 4.296956 -1.01 -0.32 1.37 0.2133
C -1.675840 -0.739685 -4.031812 1.44 -2.05 -1.94 -0.0351
C 2.011823 0.342046 3.716224 1.15 0.00 4.07 -0.8444
C 0.024282 -2.469411 -4.447162 -0.48 -1.26 0.33 -0.0861
C 0.990536 4.392487 3.092705 0.31 -0.11 1.22 0.3958
C 2.267418 -5.647684 3.209439 2.56 0.58 -1.27 0.0107
C 2.131458 3.619001 3.661874 -0.95 -0.28 1.47 -0.3652
C 0.358878 2.956436 -4.155256 0.19 -0.08 1.20 0.2613
C 0.843499 0.932808 1.829513 1.14 0.52 0.94 0.1194
C 3.148550 -0.235079 -3.003770 0.94 1.24 0.12 0.3964
C -1.908306 -3.251167 -0.558139 0.46 2.33 -0.06 -0.0585
H 3.331615 -5.282249 3.412915 -1.67 -0.28 0.11 0.2861
H -2.796816 1.772940 2.881909 0.22 -0.19 0.72 0.3624
H 0.995124 -1.964758 0.538880 0.39 -0.12 -0.12 0.0246
H 5.168911 0.784373 -0.710798 -0.70 -0.05 -0.65 0.2634
H 0.805640 -0.012869 -0.739784 -0.20 -0.01 -0.46 -0.7210
H 1.269794 -2.527641 -1.189914 0.40 0.42 1.16 -0.0647
H 6.052514 1.858184 -2.562242 0.93 0.17 -0.62 0.4300
H -3.148365 4.835153 -4.283013 1.09 -0.12 -0.04 0.3623
H 2.833294 0.629481 3.126704 0.83 0.80 -0.78 0.2540
H 0.979344 -2.927423 -4.327219 0.73 -0.06 -0.29 0.4561
H -0.354753 1.825013 -5.709788 0.06 -0.51 -1.03 0.5290
H 4.607872 2.797615 -2.906962 -0.41 0.43 -0.55 0.2948
H -1.242769 2.219689 -0.253729 0.03 0.18 0.42 -0.1645
H 0.541166 2.421781 -0.214394 0.41 0.56 -0.01 -0.3445
H 2.758874 -7.816695 2.778791 -0.78 1.20 0.47 0.2817
H 5.508656 3.069069 -1.356330 -0.59 -1.02 -0.96 0.3014
H 2.682001 -2.001852 -0.176218 0.03 0.41 0.18 0.5453
H -2.583205 -1.273032 0.464414 0.72 -0.86 -0.07 0.0258
H -0.072968 0.989356 -2.043400 0.43 -0.72 0.88 -0.4056
H -3.638830 -1.174177 -4.965553 0.00 -0.38 0.35 0.4826
H 3.968830 -2.980112 -4.439238 0.83 1.15 0.70 0.2050
H 4.811901 -1.404229 -4.426289 2.06 1.34 -1.49 0.4307
H -1.244634 2.978151 4.512016 0.15 -0.01 -0.18 0.4912
H -6.564369 1.772394 1.746561 1.30 -0.33 -1.27 0.3687
H 4.822231 -2.405800 -2.921797 -0.37 0.50 -0.73 0.2735
H 1.227851 2.316398 -3.857701 -0.79 0.63 -0.74 -0.0580
H 3.919184 2.679127 3.417009 1.14 -0.55 0.01 0.6149
H 2.233662 -7.440328 4.472013 0.17 0.72 -1.13 0.3530
H 2.163641 -0.723280 3.830722 -0.47 -0.42 0.18 0.3792
H -4.064292 -0.159551 -1.511735 -0.24 -0.07 0.19 0.5126
H -1.862263 -5.434611 -0.935958 0.80 0.81 0.21 0.4210
H 3.485771 1.297670 -1.055461 0.74 0.27 -0.46 -0.1858
H -1.209159 -6.038842 1.317109 -0.28 -0.32 0.10 0.3300
H 2.117591 0.845549 4.824984 -0.55 -1.16 -2.83 0.1264
H 0.551136 -0.481821 -3.955555 -0.01 0.01 -0.04 0.1164
H 0.080631 5.159695 1.333187 0.89 -0.69 -0.19 0.3756
H 2.042627 3.301968 4.728185 -0.01 0.56 -0.89 0.3540
H -1.018282 -0.130256 -1.067245 0.78 0.33 0.39 -0.4042
H -5.341892 3.899441 1.165333 0.09 -0.32 -0.28 0.4379
H 2.028262 4.350232 -0.254488 -0.14 0.06 1.33 0.5635
H -3.715825 -1.079281 6.010185 -0.60 -0.92 0.43 0.4919
H 1.483625 -5.098551 3.705199 0.15 0.27 0.44 0.2262
H -3.176158 -3.581008 -5.297704 0.56 -0.11 0.36 0.4356
H -1.828158 -0.114938 7.483695 -0.49 0.26 -0.28 0.3816
H -1.868799 -2.077176 2.702595 -0.18 1.08 1.15 0.4853
H 1.043672 -7.270938 3.226408 0.22 -0.65 -0.39 0.2664
H -1.625387 5.363071 -2.451709 0.72 -0.61 -0.81 0.3425
H -3.131844 1.917399 -2.061438 1.06 0.40 -1.00 0.8547
```
Forces are in eV/Å.

Output
F_max   4.3 eV/A
HOMO energy   -9.99 eV
Orbital gap   8.31 eV
SMILES   O=C1C=CC(=O)C=C1.O=C1C=CC(=O)C=C1.O=C1C=CC(=O)C=C1.O=C1C=CC(=O)C=C1.O=C1C=CC(=O)C=C1.O=C1C=CC(=O)C=C1.CCOC(=O)OC.CCOC(=O)OC.CCOC(=O)OC